[1]
{"formula": "C9H18AsCrNO6", "method": "ωB97M-V/def2-TZVPD", "total_charge": 1, "gap_ha": [0.3213, 0.3488], "de_lowest_kj_mol": 0.0, "spin_multiplicity": 4, "e_homo_ev": [-12.97, -13.00], "elements": ["H", "C", "As", "H", "N", "H", "H", "O", "H", "H", "H", "C", "H", "H", "C", "H", "C", "H", "C", "C", "H", "H", "C", "H", "O", "O", "C", "O", "H", "O", "C", "H", "O", "Cr", "H", "H"], "xyz": [[1.76457, 3.22914, -2.37948], [0.74690, 0.95831, -4.70574], [0.11375, 1.48810, -2.98491], [-1.16865, 0.87332, 2.41908], [1.40236, 0.73919, 1.39964], [1.34481, -0.86611, 2.75144], [-2.19982, 1.83592, -3.81894], [-0.59827, 1.67463, -0.05729], [3.19132, 0.82744, 0.30363], [1.83501, 0.90405, -4.67478], [0.13643, 3.70976, -1.80873], [1.24012, 2.20755, 1.39472], [3.41707, 0.32081, 1.99046], [2.12555, 2.66939, 0.95584], [-1.78982, 1.32640, -2.94651], [-2.03703, 0.26515, -3.00751], [2.76801, 0.23469, 1.11654], [0.34241, -0.02184, -4.95311], [0.70297, 3.27005, -2.62698], [-0.62698, -0.06570, 2.52438], [0.43310, 1.68847, -5.45135], [-0.72840, -1.73711, 1.43930], [0.87276, 0.11268, 2.64293], [-2.17635, 1.76360, -2.02937], [0.84494, 0.35169, -1.92619], [-0.33310, 3.79913, 0.55829], [0.01251, 2.64314, 0.57091], [3.52892, -2.02755, 0.86398], [0.57399, 3.85800, -3.53729], [-0.88274, -0.79183, 1.29528], [2.65616, -1.23424, 0.64699], [-1.03937, -0.62038, 3.36777], [1.49747, -1.50114, 0.08299], [0.34899, -0.01234, -0.15830], [1.14504, 0.71825, 3.51145], [1.14945, 2.59367, 2.41235]]}



[2]
{"formula": "C6H9N", "method": "ωB97M-V/def2-TZVPD", "gap_ha": 0.3850, "de_lowest_kj_mol": 292.8, "smiles": "C#CC[C@]1(C)CN1", "spin_multiplicity": 1, "e_homo_ev": -9.45, "elements": ["C", "C", "H", "C", "H", "C", "H", "C", "C", "H", "H", "H", "H", "N", "H", "H"], "xyz": [[1.76213, -0.62446, -0.45800], [-0.53462, 0.12905, -0.21833], [0.66898, 1.76396, 0.48286], [-0.38637, 1.49359, 0.40948], [-0.88038, 2.24810, -0.20907], [0.56134, -0.23218, -1.23618], [-0.64734, -1.98284, 0.34586], [-1.03567, -0.99989, 0.59073], [2.59766, -0.87425, 0.38326], [-0.80676, 1.54797, 1.42011], [-1.23631, -0.82834, 1.64652], [-2.58142, 0.21921, -0.01144], [3.40819, -1.06151, 1.07291], [-1.88731, -0.40000, -0.43906], [0.19187, -1.02501, -1.90273], [0.80602, 0.62659, -1.87693]]}



[3]
{"formula": "C36H37CaN2O3Sb2", "method": "ωB97M-V/def2-TZVPD", "total_charge": -1, "gap_ha": 0.2718, "de_lowest_kj_mol": 4.3, "spin_multiplicity": 1, "e_homo_ev": -5.10, "elements": ["H", "C", "C", "C", "H", "C", "O", "H", "H", "C", "H", "C", "H", "H", "C", "H", "H", "C", "H", "H", "H", "H", "C", "Sb", "C", "C", "C", "H", "C", "C", "O", "H", "H", "H", "O", "H", "C", "H", "H", "C", "H", "C", "H", "C", "C", "H", "N", "H", "C", "H", "H", "C", "H", "C", "C", "H", "C", "H", "C", "N", "C", "C", "H", "Sb", "C", "H", "H", "C", "H", "C", "Ca", "H", "H", "C", "C", "C", "C", "H", "H", "C", "C"], "xyz": [[-6.35032, 1.54663, -2.56669], [-2.13247, 2.71087, 2.34026], [-2.82170, -1.94644, -3.48115], [-2.23413, 2.07007, 3.57364], [-2.20240, 2.55559, -2.28048], [-0.40516, -0.70801, 2.30947], [1.36740, -3.09767, -0.98070], [-0.84611, 0.86209, -3.37587], [-2.12068, -3.83483, -4.43492], [-2.40634, -3.81063, -2.23273], [-2.47174, -0.22712, 1.80310], [2.06375, -0.79216, -3.61257], [5.47947, -3.55074, 2.33755], [3.32083, -2.40687, 2.23350], [-3.26331, 4.63026, 3.28848], [2.52130, -3.90687, -3.82457], [3.56421, -2.68150, -3.12770], [3.11386, 3.22493, 3.37118], [-2.57406, 4.52192, 1.26626], [-1.55906, -0.86597, 0.45736], [-2.08931, -4.80056, -1.93680], [-1.83457, 1.07349, 3.70367], [-4.27573, 2.09535, -2.56961], [1.87540, -0.36983, 0.17213], [0.73564, -1.47826, 1.64470], [-3.08835, 1.78321, -0.48176], [-5.44059, 1.25519, -0.64391], [-0.84841, -0.52206, -4.21496], [-3.07756, -1.62440, -2.13003], [-2.64564, 4.00292, 2.21644], [3.23117, -0.39000, -3.44043], [-2.92473, -2.87053, -0.28520], [-3.66458, 5.62984, 3.17349], [-4.27440, 2.39193, -3.61141], [2.97772, -4.59908, -1.41371], [3.46479, 1.65135, 4.78810], [-4.27142, 1.33435, 0.10056], [1.41505, -1.83104, 2.42148], [2.68826, 4.56915, 1.75487], [1.05340, 0.30518, -3.95394], [7.12615, -3.27799, 0.50852], [-3.10906, 2.17605, -1.81841], [-6.34886, 0.89078, -0.18033], [-2.82810, -2.78072, -1.35903], [4.64881, -1.29206, -0.68248], [-4.28334, 1.03893, 1.14410], [-0.33195, 0.00791, -3.51880], [-2.97294, -1.28850, -4.32629], [-5.44189, 1.62636, -1.98354], [-3.84437, 4.46643, 5.35010], [4.40427, -0.70146, -1.55805], [2.72734, 3.53503, 2.07554], [6.58138, -1.84307, -1.42829], [3.15907, 1.89753, 3.77820], [5.87312, -1.94820, -0.61526], [0.00904, 0.12684, 2.88465], [-3.36459, 3.97826, 4.51114], [1.12805, 0.50593, -5.02699], [6.17917, -2.75345, 0.46996], [1.58557, -2.03421, -3.57470], [2.42166, 1.18033, 1.58432], [-1.48699, -0.21423, 1.33288], [-2.91782, 2.18880, 5.60573], [-1.22386, 1.80193, 0.60239], [2.38173, 2.51837, 1.19153], [-3.43076, -0.67021, -1.75717], [2.06596, 2.77264, 0.18534], [5.25506, -2.90711, 1.49538], [3.37815, 4.01505, 4.06320], [3.71839, -1.44141, 0.34680], [-0.29404, -2.13720, -2.16072], [0.37825, -2.36246, 1.11690], [-0.87810, -1.37006, 3.04386], [2.28777, -3.64332, -1.73244], [2.53734, -3.05610, -3.14043], [4.03282, -2.25365, 1.43236], [-2.84662, 2.69945, 4.65322], [2.86353, -0.14535, 3.21961], [1.39820, 1.19887, -3.43669], [-2.40067, -3.29049, -3.54403], [2.81368, 0.88606, 2.89079]]}



Q: Number 1 is which compound?
A: C9H18AsCrNO6



Q: Number 1 is which compound?
A: C9H18AsCrNO6